(1)
78
Properties=species:S:1:pos:R:3:forces:R:3 method="wB97M-V/def2-TZVPD" e_above_lowest_kj_mol=0.0 homo_ev=-8.3 molar_mass_g_mol=1047.803 lumo_energy_ev=-0.2470
Cs -0.97725 1.01788 -1.71360 -0.1711 0.0763 0.0566
N 1.52552 2.94357 -2.42027 -0.0120 0.1650 -0.0141
C 2.96409 2.82236 -2.14222 -0.0164 -0.0363 -0.0146
C 3.41651 1.39598 -2.39495 0.0067 0.0172 0.0025
N 2.74630 0.46806 -1.50034 0.0395 -0.0089 0.1978
C 2.98553 -0.92555 -1.84078 -0.0176 -0.0008 -0.0220
C 2.21464 -1.85572 -0.92082 -0.0021 0.0574 -0.0298
N 0.77711 -1.57378 -1.00968 -0.0754 -0.0932 -0.0344
H 1.34071 2.57921 -3.35402 -0.0592 -0.1046 0.0709
H 1.25017 3.91960 -2.42525 0.0646 0.0108 0.0309
H 3.14698 3.07970 -1.09539 -0.0148 -0.0002 0.0049
H 3.57118 3.49357 -2.76029 0.0061 -0.0053 -0.0072
H 4.49472 1.32888 -2.22351 0.0004 -0.0069 -0.0100
H 3.23302 1.14811 -3.45233 -0.0102 -0.0056 0.0005
H 1.74923 0.63231 -1.55270 0.1233 0.0218 -0.1348
H 4.05456 -1.13238 -1.74094 0.0047 0.0008 -0.0005
H 2.70953 -1.13993 -2.88648 0.0039 0.0041 -0.0081
H 2.53937 -1.68883 0.10858 0.0026 -0.0109 0.0227
H 2.46239 -2.88915 -1.18921 -0.0005 -0.0120 -0.0040
H 0.25336 -2.26388 -0.48167 0.0407 0.0040 0.0373
H 0.45864 -1.66687 -1.97819 0.0460 0.0186 -0.0250
I 0.34422 -2.05638 -10.61587 0.0016 0.0079 0.0219
C 0.27526 -1.48424 -8.60561 0.0197 0.0412 0.0032
C -0.32605 -2.32042 -7.67771 -0.0102 -0.0276 -0.0044
C -0.36943 -1.93382 -6.34615 -0.0072 -0.0323 -0.0015
C 0.17906 -0.72440 -5.94165 0.0588 0.0741 -0.0457
C 0.77882 0.10069 -6.88607 -0.0154 -0.0160 0.0498
C 0.83142 -0.27245 -8.21990 0.0020 -0.0136 -0.0475
C 0.11805 -0.30566 -4.48787 -0.0532 -0.0927 0.0526
O 0.59797 0.81263 -4.17513 0.0293 0.0064 -0.1138
O -0.42977 -1.10360 -3.68390 -0.0284 -0.0218 -0.0336
H -0.75523 -3.26253 -7.99070 -0.0016 -0.0002 0.0101
H -0.83114 -2.56681 -5.60026 0.0013 0.0048 -0.0044
H 1.20191 1.04025 -6.55635 0.0012 -0.0032 -0.0090
H 1.29880 0.37172 -8.95224 0.0000 -0.0021 -0.0002
F -1.93019 -6.46723 4.26564 0.0002 -0.0121 0.0000
C -1.82752 -5.21602 3.77773 0.0022 0.0404 -0.0025
C -0.75519 -4.90340 2.96572 0.0043 -0.0101 -0.0051
C -0.66022 -3.61097 2.47011 0.0032 -0.0403 0.0037
C -1.61578 -2.64608 2.78180 -0.0063 0.0536 0.0797
C -2.67808 -2.99998 3.60848 0.0228 -0.0212 -0.0164
C -2.79284 -4.28904 4.11297 -0.0159 -0.0079 0.0153
Sb -1.43078 -0.69850 1.90555 0.0257 -0.0220 -0.0841
C 0.53997 -0.35534 2.63496 0.0624 -0.0055 0.0031
C 1.46489 0.26961 1.80246 0.0230 -0.0234 -0.0153
C 2.76947 0.49979 2.21657 0.0139 0.0135 -0.0072
C 3.12912 0.09828 3.48607 -0.0455 -0.0399 0.0096
F 4.39032 0.31350 3.90493 0.0124 0.0083 0.0079
C 2.24786 -0.53924 4.34097 0.0312 0.0121 -0.0182
C 0.95290 -0.76928 3.90146 -0.0407 -0.0198 0.0040
C -2.51865 0.36709 3.40694 -0.1058 -0.0128 0.0225
C -3.90674 0.43734 3.27199 0.0285 0.0401 0.0446
C -4.68566 1.14098 4.18055 -0.0302 -0.0016 0.0054
C -4.05109 1.79369 5.21941 0.0080 -0.0228 -0.0142
F -4.79414 2.49478 6.09575 -0.0098 -0.0033 0.0080
C -2.68113 1.76134 5.38239 0.0041 -0.0032 0.0194
C -1.92080 1.03745 4.47208 -0.0080 0.0182 -0.0072
H -0.01729 -5.66007 2.73574 0.0016 0.0052 -0.0008
H 0.19139 -3.35806 1.84606 -0.0028 0.0024 -0.0005
H -3.42793 -2.26694 3.88226 0.0034 0.0047 -0.0040
H -3.61096 -4.57633 4.75978 0.0048 -0.0027 -0.0011
H 1.19602 0.55037 0.79126 0.0079 0.0077 0.0153
H 3.49385 0.95743 1.55602 -0.0103 0.0021 -0.0085
H 2.58352 -0.85377 5.31997 -0.0043 0.0019 0.0001
H 0.26154 -1.28968 4.55569 0.0044 0.0039 -0.0020
H -4.40202 -0.05606 2.44202 0.0060 -0.0091 -0.0033
H -5.76195 1.19910 4.08787 0.0047 -0.0023 -0.0011
H -2.22756 2.29573 6.20642 0.0097 -0.0066 -0.0036
H -0.84504 1.01213 4.59407 -0.0008 0.0114 0.0149
C -0.36392 4.63029 0.41106 0.0374 -0.0066 -0.0059
Te -0.88950 3.17941 1.88760 -0.0049 0.0440 -0.0591
C -2.86871 3.90552 2.19163 -0.0045 -0.0334 0.0263
H -0.29730 5.62106 0.85202 -0.0011 -0.0128 0.0225
H -1.09182 4.63242 -0.39789 -0.0068 -0.0222 0.0094
H 0.60832 4.33606 0.01860 -0.0098 0.0251 -0.0143
H -3.43191 3.87788 1.26219 0.0140 -0.0037 -0.0056
H -2.84097 4.91640 2.58898 0.0181 0.0001 -0.0024
H -3.33367 3.24025 2.91760 -0.0034 0.0341 -0.0264

(2)
83
Properties=species:S:1:pos:R:3:forces:R:3 method="wB97M-V/def2-TZVPD" s_squared=0.758 spin_multiplicity=2 e_above_lowest_kj_mol=226.5 homo_ev="-5.7 / -5.7" molar_mass_g_mol=1056.513 charge=-1 lumo_energy_ev="1.2312 / 0.9099"
Re -2.03266 -0.15953 1.05154 -1.7979 1.3299 0.8751
O -5.71797 5.54300 -1.17329 0.1630 -0.0682 0.0773
C -4.68975 5.63526 -0.47949 -0.1668 0.4257 -0.1258
O -4.08621 6.63540 -0.03868 -0.0580 -0.2088 -0.0161
C -4.03299 4.29096 -0.11457 0.1198 -0.1772 0.1129
C -2.98520 4.23218 0.79841 -0.0339 0.1011 -0.0986
C -2.37421 3.03357 1.07937 -0.0378 -0.2232 -0.1536
N -2.72783 1.87112 0.49151 0.2254 0.4818 0.4264
C -3.77587 1.92382 -0.34202 0.2211 0.1282 0.0563
C -4.44333 3.08828 -0.66543 -0.0524 -0.0616 -0.0577
C -4.16433 0.59631 -0.85692 -0.0735 -0.3041 -0.2067
O -5.04898 0.40631 -1.65480 -0.0140 0.0475 0.0436
O -3.42553 -0.36080 -0.34224 -0.2086 -0.3704 -0.9760
H -2.66714 5.14963 1.27522 0.0271 -0.0050 -0.0227
H -1.58628 3.00489 1.81312 -0.0014 -0.0483 0.1084
H -5.28575 3.05025 -1.34267 0.0068 0.0215 -0.0077
O -2.81679 0.86280 2.97388 0.0252 -0.3777 -0.0542
S -3.26735 -0.53160 3.29704 -0.0376 -0.3944 0.1160
O -3.83874 -0.73664 4.58669 -0.1511 0.0541 -0.0160
O -4.01890 -0.98293 2.09100 0.2753 0.2841 0.4908
S -1.47728 -1.51684 2.88545 0.1882 0.1196 0.1433
C 1.11710 -6.99233 1.70944 0.0134 0.0600 0.0241
C 0.56961 -5.66317 1.25728 0.0016 -0.0541 -0.0091
C -0.79216 -5.40320 1.28058 -0.0285 0.0064 0.0216
C -1.33198 -4.21429 0.79455 -0.0159 -0.0495 -0.0019
C -2.82061 -4.01479 0.82773 -0.0038 -0.0148 -0.0953
C -0.46208 -3.24975 0.27027 0.3453 -0.0506 0.0112
Se -1.20051 -1.72080 -0.62549 0.5316 -0.2238 -0.2629
C 0.92035 -3.47908 0.26195 0.0146 -0.0292 0.0499
C 1.88915 -2.47210 -0.30176 -0.0489 -0.0821 -0.0958
C 1.41449 -4.68030 0.76007 0.0183 0.0351 0.0018
H 0.35886 -7.57391 2.23373 0.0126 0.0144 0.0055
H 1.97365 -6.86568 2.37449 -0.0202 -0.0005 0.0004
H 1.45483 -7.57954 0.85221 -0.0065 -0.0058 0.0120
H -1.46804 -6.15370 1.67854 0.0101 0.0090 -0.0092
H -3.31027 -4.87190 1.28999 0.0006 -0.0060 -0.0152
H -3.22246 -3.87654 -0.17843 0.0180 -0.0177 -0.0047
H -3.09287 -3.11974 1.38567 -0.0233 -0.0482 -0.0038
H 1.63065 -1.46612 0.02055 -0.0142 0.0013 -0.0448
H 1.85761 -2.47321 -1.39607 0.0041 -0.0105 0.0201
H 2.90917 -2.70082 0.01107 -0.0055 0.0056 -0.0107
H 2.48633 -4.85729 0.74294 -0.0125 0.0055 -0.0007
C 2.88499 2.66697 3.54515 0.0099 0.1640 -0.0717
Ge 2.49270 0.78040 3.82023 -0.1792 0.0264 -0.0809
C 1.26065 0.58337 5.30861 -0.1063 -0.0269 0.0798
C 4.14277 -0.21277 4.07010 0.1623 -0.1435 0.0009
C 1.55228 0.04502 2.24883 -0.2451 0.0964 0.0646
Se -0.00378 1.15810 1.82518 0.8636 -0.4236 -0.0471
C 0.86685 2.14084 0.40371 -0.1020 0.0338 -0.1091
H 3.27996 3.09492 4.46759 0.0208 0.0079 -0.0213
H 1.97687 3.21559 3.28845 0.0131 0.0021 0.0171
H 3.62003 2.81866 2.75296 -0.0045 -0.0016 0.0184
H 1.58498 1.17014 6.16857 0.0132 -0.0319 0.0083
H 1.16739 -0.46174 5.60600 0.0146 0.0172 0.0061
H 0.26946 0.93227 5.01186 0.0147 0.0052 0.0197
H 4.69002 0.16291 4.93564 -0.0014 -0.0125 -0.0089
H 4.78058 -0.11395 3.19021 0.0091 -0.0008 0.0269
H 3.93639 -1.27260 4.22542 0.0092 0.0186 0.0084
H 1.14653 -0.92705 2.52611 0.0634 -0.0753 -0.1294
H 2.14752 -0.04336 1.34361 0.0581 -0.0044 0.0745
H 1.66085 2.72992 0.85612 0.0176 0.0148 -0.0128
H 0.12778 2.77789 -0.07374 0.0024 0.0119 -0.0019
H 1.25879 1.43360 -0.32002 0.0260 -0.0033 -0.0133
N 5.57418 0.30840 -7.87573 -0.0088 0.0086 0.0044
C 4.66902 0.51446 -7.19789 -0.1597 0.0189 0.1145
C 3.53542 0.77019 -6.34299 0.2170 -0.0508 -0.1413
C 2.59986 1.73760 -6.69024 -0.0681 0.0424 -0.0029
C 1.51723 1.98620 -5.86746 0.0419 -0.0080 -0.0479
C 1.35654 1.27091 -4.68392 -0.1393 0.0423 0.0966
C 2.29399 0.29870 -4.33826 0.0427 -0.0392 -0.0119
C 3.37325 0.05036 -5.16314 -0.0235 -0.0204 0.0424
N 0.25501 1.53016 -3.84373 0.0439 0.0549 -0.0647
C -0.74877 2.47312 -4.03272 0.0963 -0.0616 -0.0270
C -1.58108 2.34797 -2.97189 -0.0469 -0.0170 0.2003
N -1.12791 1.36069 -2.11455 -0.0685 0.1534 -0.2624
C -0.04591 0.89876 -2.66362 -0.0121 -0.1138 -0.0339
H 2.71754 2.29456 -7.60968 0.0074 0.0034 0.0080
H 0.79869 2.73788 -6.15624 0.0074 -0.0049 0.0020
H 2.18669 -0.27510 -3.42948 -0.0010 0.0109 -0.0170
H 4.09392 -0.70959 -4.89419 0.0067 0.0083 0.0058
H -0.78073 3.13462 -4.87803 -0.0147 -0.0235 0.0128
H -2.48452 2.90065 -2.76508 0.0464 0.0013 -0.0021
H 0.53623 0.08314 -2.26417 -0.0366 0.0210 -0.0114

(3)
71
Properties=species:S:1:pos:R:3:forces:R:3 method="wB97M-V/def2-TZVPD" homo_ev=-6.8 molar_mass_g_mol=481.640 lumo_energy_ev=-1.8678
C 1.84294 -1.10127 3.66126 -0.0567 0.0608 0.1067
C 3.11049 -1.05459 2.84732 0.0513 0.0038 -0.0214
C 2.88381 -2.13098 1.75649 -0.0745 0.0579 0.1246
O 3.74383 -2.34368 0.90613 -0.5243 -0.1955 0.1247
N 1.65636 -2.75309 1.89597 0.2673 0.5520 0.4527
C 1.00395 -2.20708 2.97868 0.2857 -0.0123 -0.1912
O -0.10793 -2.51744 3.40629 0.2197 -0.1547 -0.2988
H 2.05009 -1.35124 4.70732 -0.3369 -0.0536 -0.1105
H 1.32183 -0.13801 3.64063 -0.2016 -0.2882 0.0879
H 3.26864 -0.06586 2.40197 0.1403 -0.2947 -0.1436
H 3.98928 -1.29098 3.45832 -0.0047 -0.0503 -0.3562
C -7.53015 -3.39719 -2.84431 0.0827 0.0979 0.1703
C -7.39816 -2.62621 -4.14505 -0.1050 -0.3487 -0.2246
N -6.14907 -1.88297 -4.22235 0.0402 -0.0314 0.0183
C -6.18440 -0.63986 -4.97594 -0.0545 0.4313 0.1563
C -4.85622 -0.33888 -5.64573 0.1167 -0.1764 -0.1006
C -3.71680 -0.41197 -4.63447 0.0627 0.5677 -0.2096
C -3.76163 -1.66735 -3.83069 -0.0444 -0.5393 0.3126
C -5.00402 -2.35579 -3.66179 0.3482 -0.0112 0.1876
C -5.03053 -3.53989 -2.87044 0.7165 0.0847 -0.0329
C -3.87077 -3.99842 -2.28450 0.0045 0.6355 -0.0606
C -2.63964 -3.29485 -2.38431 -0.3387 -0.0959 -0.5803
C -1.50902 -3.69582 -1.61960 0.1176 -0.5451 0.3952
C -1.48571 -4.88193 -0.89460 -0.1105 0.0018 -0.6366
C -0.61302 -5.16934 0.14417 0.0911 -0.2662 0.1293
C -0.71958 -6.36071 0.91814 -0.1308 -0.1139 -0.0799
C -1.61289 -7.42183 0.59056 0.1069 -0.0743 0.5740
C -1.73751 -8.54970 1.37804 0.3529 0.6691 -0.2758
C -0.92759 -8.69206 2.54293 0.2390 0.3140 -0.0241
N -1.01271 -9.81380 3.30861 -0.0519 0.1262 -0.1273
C -1.84409 -10.94617 2.92549 0.0900 -0.2657 -0.2795
C -3.08671 -10.51309 2.17032 -0.0808 0.2077 0.0564
C -2.70432 -9.62155 0.99376 -0.2856 -0.4672 -0.3602
C -0.25391 -9.96483 4.54054 -0.0596 0.1487 0.4630
C 1.06154 -9.20959 4.49939 0.1043 0.0243 -0.2138
C 0.83128 -7.75572 4.09987 0.2755 0.1181 0.5967
C -0.02324 -7.63749 2.88504 -0.4003 0.0565 -0.4986
C 0.05696 -6.51166 2.09240 -0.0637 -0.1631 -0.1578
C -2.62056 -2.14655 -3.22017 -0.2596 -0.3116 0.4314
C -6.30493 -4.27576 -2.62798 -0.4529 -0.4792 0.0020
H -7.62722 -2.69750 -2.00549 -0.0269 -0.0467 -0.1344
H -8.42821 -4.01759 -2.87711 -0.0045 0.1332 0.0303
H -7.44784 -3.34734 -4.98503 -0.0554 0.2851 0.1514
H -8.22599 -1.91621 -4.26137 0.1923 -0.1475 0.0260
H -6.98801 -0.71816 -5.71956 0.2063 0.0245 0.1419
H -6.44044 0.19707 -4.29628 -0.0175 -0.2575 -0.2065
H -4.67832 -1.06797 -6.44518 -0.0460 0.0935 0.0561
H -4.89462 0.65607 -6.09366 -0.0299 -0.1012 -0.0489
H -2.75452 -0.35291 -5.15419 -0.1142 0.0818 0.0950
H -3.77122 0.45982 -3.96157 0.0181 -0.1908 -0.1539
H -3.94774 -4.88826 -1.66269 0.0177 0.2640 -0.0832
H -0.64018 -3.03608 -1.57296 -0.2433 0.0045 0.1568
H -2.23025 -5.64111 -1.15341 0.1795 0.4915 0.2643
H 0.15406 -4.43956 0.42127 -0.0802 -0.0125 0.1504
H -2.24393 -7.36365 -0.29523 0.1478 -0.0229 0.2016
H -1.25979 -11.63262 2.28049 -0.1178 0.1455 0.2737
H -2.11409 -11.49573 3.83610 0.0599 0.1470 -0.1993
H -3.62030 -11.39633 1.81160 -0.0048 0.0654 0.1021
H -3.75378 -9.96115 2.84319 0.0840 -0.0937 -0.0331
H -3.60772 -9.16188 0.57715 0.1377 -0.0802 -0.0094
H -2.26928 -10.24064 0.19210 -0.0893 0.0941 0.1852
H -0.85515 -9.58857 5.39187 0.1238 -0.1932 -0.2425
H -0.08323 -11.03667 4.70542 -0.0230 0.2450 -0.0574
H 1.53623 -9.25575 5.48146 0.0116 -0.0756 -0.0867
H 1.73172 -9.68372 3.77223 -0.0661 0.0118 0.1040
H 0.36037 -7.21344 4.93589 0.1269 -0.1142 -0.1679
H 1.79214 -7.26738 3.90426 -0.1644 -0.0162 0.1269
H 0.72772 -5.69694 2.36630 -0.0537 -0.1039 -0.0203
H -1.67642 -1.61988 -3.36095 -0.2029 -0.0194 0.0601
H -6.30698 -4.65640 -1.59994 0.0025 -0.0127 -0.1836
H -6.35517 -5.15540 -3.28912 -0.0443 0.1815 0.0956